Entry 1:
Molecular formula: C18H21CrF6N4O7PS5
Method: DFT, ωB97M-V/def2-TZVPD

Element x y z (Å)
Cr -0.4035 1.1844 0.9958
S -2.1521 2.1047 2.3869
C -2.1405 3.4284 1.2831
S -0.9305 3.2856 0.0512
C -3.0094 4.5047 1.3338
C -3.9947 4.6512 2.3429
N -4.8088 4.8193 3.1435
C -2.9861 5.5302 0.3528
N -3.0138 6.3821 -0.4256
F 2.6940 -0.7085 5.4638
C 2.5273 -0.0488 4.3145
F 3.5290 0.8364 4.1910
F 2.6375 -0.9347 3.3179
S 0.9089 0.9059 4.3016
O 0.9735 1.6803 3.0914
O 0.9554 1.5735 5.5592
N -0.2322 -0.1926 4.3157
S -0.6796 -0.9458 3.0177
O -2.0892 -1.0084 2.8207
O 0.1589 -0.7016 1.8529
C -0.2120 -2.7320 3.4260
F 0.3504 -2.8339 4.6329
F 0.6621 -3.1846 2.5201
F -1.2840 -3.5188 3.3968
N -2.4128 -0.0371 -0.1411
C -2.3830 -0.9805 -1.1961
C -2.0399 -2.3067 -0.9372
C -1.9433 -3.2189 -1.9785
C -2.1832 -2.8195 -3.2821
C -2.5258 -1.5028 -3.5463
C -2.6268 -0.5855 -2.5105
S -2.1318 -4.0060 -4.6360
O -1.6305 -3.2407 -5.7738
O -3.5205 -4.4342 -4.7770
O -1.2288 -5.0577 -4.1785
H -2.7088 -0.4356 0.7400
H -2.9649 0.7821 -0.3566
H -1.8521 -2.6099 0.0881
H -1.6721 -4.2527 -1.8042
H -2.7005 -1.2126 -4.5745
H -2.8938 0.4471 -2.7119
C 0.2088 1.0481 -2.8023
C 1.5081 1.3987 -2.0718
P 1.4896 0.7031 -0.3671
C 3.0410 1.3556 0.4206
C 4.1410 1.8655 -0.5098
C 1.8702 -1.0822 -0.6385
C 3.2081 -1.4248 -1.2860
H 0.2002 1.4874 -3.8005
H -0.6451 1.4402 -2.2485
H 0.0762 -0.0295 -2.9081
H 1.5844 2.4840 -1.9667
H 2.3789 1.0422 -2.6239
H 3.4226 0.5526 1.0555
H 2.7251 2.1570 1.0908
H 4.5022 1.0832 -1.1773
H 4.9857 2.2278 0.0791
H 3.7799 2.6943 -1.1184
H 1.0423 -1.4830 -1.2310
H 1.7995 -1.5486 0.3439
H 3.3189 -0.9523 -2.2632
H 3.2751 -2.5038 -1.4318
H 4.0452 -1.1213 -0.6554

Values from the calculation:
Total charge: -2
Multiplicity: 5

Atomic partial charges in e from the natural (NBO) method, atoms 1 to 4:
1 Cr 0.81
2 S -0.24
3 C -0.18
4 S -0.27

***

Entry 2:
Molecular formula: C18H21CuN4O3S3
Method: DFT, ωB97M-V/def2-TZVPD

Element x y z (Å)
Cu 0.3537 0.6618 0.6970
O 4.5094 3.6344 -1.0587
C 5.0743 2.4855 -0.6875
C 6.4590 2.3724 -0.8419
C 7.1160 1.2222 -0.4710
C 6.4161 0.1434 0.0753
C 5.0549 0.2338 0.2219
C 4.3546 1.3937 -0.1501
C 2.9133 1.4280 0.0553
O 2.3116 0.4039 0.5406
N 2.2546 2.5584 -0.2487
N 0.9677 2.4544 0.0361
C 0.0903 3.3820 -0.0197
C -1.2466 3.0002 0.4167
C -2.3474 3.8417 0.3886
C -3.5691 3.3599 0.8367
C -3.6640 2.0561 1.2940
C -2.5229 1.2699 1.2907
N -1.3536 1.7370 0.8732
H 3.5456 3.5883 -0.8771
H 6.9933 3.2145 -1.2605
H 8.1883 1.1541 -0.5993
H 6.9432 -0.7487 0.3834
H 4.4922 -0.5879 0.6417
H 0.3190 4.3898 -0.3496
H -2.2408 4.8515 0.0174
H -4.4363 4.0062 0.8240
H -4.5999 1.6441 1.6419
H -2.5275 0.2440 1.6303
C 1.7271 -2.5978 0.4033
S 0.2655 -2.4694 1.4544
C -0.7785 -3.5659 0.4671
O -0.3263 -1.0869 1.2155
H 2.2102 -3.5500 0.6187
H 2.3832 -1.7692 0.6573
H 1.4356 -2.5333 -0.6438
H -0.2771 -4.5295 0.3855
H -0.9274 -3.1078 -0.5091
H -1.7293 -3.6825 0.9809
S -2.5947 -0.6642 -1.4476
C -3.7704 -1.7343 -1.0299
N -4.4343 -2.5310 -1.8767
C -5.6170 -3.2206 -1.3840
C -5.3934 -3.4126 0.1103
S -4.3324 -2.0092 0.6140
H -4.2768 -2.4189 -2.8666
H -5.7276 -4.1774 -1.8915
H -6.5090 -2.6156 -1.5684
H -4.8605 -4.3367 0.3271
H -6.3156 -3.3818 0.6828

Values from the calculation:
Total charge: +1
Multiplicity: 2

Atomic partial charges in e from the natural (NBO) method, atoms 1 to 4:
1 Cu 1.41
2 O -0.68
3 C 0.46
4 C -0.30

***

Entry 3:
Molecular formula: C18H21I2IrN5O2S2Si
Method: DFT, ωB97M-V/def2-TZVPD

Element x y z (Å)
Ir -1.2200 -0.4057 -1.7353
N -1.4917 -3.3125 5.3236
C -1.6692 -3.3268 3.9705
C -2.6450 -2.5137 3.3742
C -2.8359 -2.5401 2.0096
C -2.0513 -3.3782 1.2240
C -1.0499 -4.1618 1.7927
C -0.8607 -4.1348 3.1562
S -2.3164 -3.4486 -0.4919
O -1.9644 -4.7267 -1.0148
O -3.5963 -2.8640 -0.7870
N -1.2395 -2.3338 -1.1108
C 0.0324 -2.5968 -1.4970
N 0.7865 -3.6259 -1.1596
C 1.9986 -3.6579 -1.7044
C 2.4779 -2.6825 -2.5768
C 1.6678 -1.5919 -2.8013
N 0.4551 -1.5407 -2.2583
H -2.1220 -2.8039 5.9143
H -0.8571 -3.9541 5.7601
H -3.2567 -1.8766 4.0008
H -3.6079 -1.9398 1.5465
H -0.4479 -4.7925 1.1515
H -0.0946 -4.7477 3.6146
H 2.6264 -4.4907 -1.4090
H 3.4516 -2.7518 -3.0351
H 1.9757 -0.7517 -3.4106
C 2.4186 5.4426 -0.1723
Si 1.7734 3.7443 0.2275
C 0.5896 3.7790 1.6690
C 3.1622 2.5267 0.4819
C 0.7600 3.1466 -1.2766
C 0.6378 3.8897 -2.4478
C -0.1248 3.4376 -3.5297
C -0.7816 2.2365 -3.4207
N -0.6710 1.5042 -2.3027
C 0.0640 1.9372 -1.2840
S -0.0263 0.6934 -0.0467
H 2.9908 5.8257 0.6755
H 1.6104 6.1516 -0.3642
H 3.0860 5.4385 -1.0366
H 1.0877 4.1333 2.5740
H 0.1861 2.7872 1.8819
H -0.2511 4.4455 1.4658
H 3.7755 2.8216 1.3364
H 3.8147 2.4823 -0.3923
H 2.7860 1.5206 0.6787
H 1.1516 4.8406 -2.5206
H -0.2067 4.0179 -4.4370
H -1.4037 1.8427 -4.2126
I -3.7333 0.1189 -1.4537
I -4.8416 2.1873 0.0604

Values from the calculation:
Total charge: +1
Multiplicity: 1

Atomic partial charges in e from the natural (NBO) method, atoms 1 to 4:
1 Ir 0.77
2 N -0.78
3 C 0.21
4 C -0.27

***

Entry 4:
Molecular formula: C18H21N3O2
Method: DFT, ωB97M-V/def2-TZVPD

Element x y z (Å)
C -4.9871 1.5549 1.0885
C -3.6229 1.5767 1.7663
C -2.5538 0.8154 0.9739
C -2.8189 -0.6860 0.9045
N -1.2557 1.0540 1.5778
C -0.1927 1.4742 0.8648
O -0.2549 1.8541 -0.2908
C 1.0861 1.5358 1.6440
C 1.1386 2.1825 2.8715
C 2.3463 2.3699 3.5205
C 3.5187 1.9175 2.9379
C 3.4808 1.2542 1.7258
C 2.2677 1.0482 1.0782
N 2.2281 0.3588 -0.1375
C 1.2473 -0.5568 -0.4555
O 0.4887 -1.0157 0.3694
N 1.2842 -0.9080 -1.7807
C 0.4516 -1.8109 -2.4481
C -0.3206 -2.7574 -1.7824
C -1.1042 -3.6375 -2.5059
C -1.1237 -3.5967 -3.8894
C -0.3483 -2.6616 -4.5541
C 0.4343 -1.7745 -3.8411
H -5.3836 0.5443 1.0431
H -4.9125 1.9431 0.0756
H -5.6915 2.1718 1.6420
H -3.7036 1.1439 2.7670
H -3.2935 2.6126 1.8752
H -2.4863 1.2252 -0.0393
H -3.6701 -0.8995 0.2651
H -1.9419 -1.1810 0.4955
H -3.0143 -1.0855 1.8984
H -1.0830 0.6043 2.4635
H 0.2266 2.5699 3.3024
H 2.3753 2.8800 4.4714
H 4.4657 2.0760 3.4318
H 4.3927 0.8907 1.2738
H 3.0136 0.4791 -0.7577
H 1.8168 -0.3061 -2.3931
H -0.3054 -2.7954 -0.7066
H -1.7032 -4.3657 -1.9792
H -1.7368 -4.2886 -4.4470
H -0.3527 -2.6208 -5.6335
H 1.0362 -1.0436 -4.3640

Values from the calculation:
Total charge: 0
Multiplicity: 1
Structure (SMILES): CC[C@H](C)NC(=O)c1ccccc1NC(=O)Nc1ccccc1

Atomic partial charges in e from the natural (NBO) method, atoms 1 to 4:
1 C -0.61
2 C -0.39
3 C -0.06
4 C -0.63

***

Across the entries above, relative energy (zero: lowest compared OMol25 entry of this formula, charge and spin) takes the values 13.7; 1.5; 5.5; 0.0 kcal per mole, respectively.
Across the entries above, DFT total energy takes the values -5420.379901; -3978.107729; -2908.210522; -1013.325498 Ha, respectively.
Across the entries above, largest force on an atom takes the values 1.7; 1.2; 1.5; 0.5 eV Å⁻¹, respectively.